Here is an isolated molecule of C11H22N6O4 at a distorted geometry from the Open Molecules 2025 dataset. Energies are from the ωB97M-V functional and the def2-TZVPD basis.

E_LUMO = 0.15 eV
largest force on an atom = 6.8 eV/Å
SMILES string = [H]/N=C(/N)NCCC[C@H](NC(=O)[C@@H](N)CCC(N)=O)C(=O)O
total energy = -28887.340 eV

The geometry in ORCA input format:
```
! wB97M-V def2-TZVPD RIJCOSX def2/J DEFGRID3
* xyz 0 1
C -2.805 0.873 -0.854
C -2.019 2.122 -0.625
C -3.163 -0.041 0.466
C -4.717 -0.435 0.630
C -5.001 -1.966 0.203
C 0.062 0.934 0.308
C -0.237 0.612 1.770
C 1.461 0.873 0.024
C 2.294 -0.363 -0.051
C 3.565 0.335 -0.701
C 5.528 -1.094 -0.045
H -0.974 -0.159 -1.464
H -1.935 0.197 -2.907
H -3.852 1.057 -1.282
H -2.374 -0.728 0.587
H -2.867 0.628 1.411
H -5.337 0.480 0.561
H -4.525 -0.552 1.644
H -3.931 -1.818 -1.545
H -4.375 -3.489 -1.246
H -0.250 2.875 -0.229
H -0.406 0.180 -0.150
H 1.932 1.629 0.750
H 1.510 1.527 -0.954
H 2.546 -0.698 0.973
H 1.988 -1.154 -0.763
H 3.816 0.839 0.376
H 3.166 1.069 -1.534
H 5.311 -0.507 -2.093
H 7.498 -1.224 -0.876
H 5.186 -1.134 2.251
H 3.722 -1.254 1.359
H -1.223 2.241 1.846
N -2.084 -0.087 -1.742
N -4.334 -2.490 -0.889
N -0.651 1.967 -0.182
N 4.735 -0.631 -1.189
N 6.675 -1.496 -0.041
N 4.745 -0.983 1.279
O -2.335 3.345 -0.682
O -5.760 -2.736 0.673
O 0.422 -0.219 2.370
O -1.004 1.474 2.562
*
```

These are the Mulliken partial charges, in e, on atoms 1 to 6:
1. C 0.456
2. C 0.003
3. C -0.970
4. C -0.952
5. C 0.434
6. C 1.108

=====

Here is C46H41N2O4S3SbTi as an isolated structure from the Open Molecules 2025 dataset. Energies are from the ωB97M-V functional and the def2-TZVPD basis.

E_LUMO = 3.90 eV
largest force on an atom = 0.4 eV/Å
total energy = -121698.084 eV

The geometry in ORCA input format:
```
! wB97M-V def2-TZVPD RIJCOSX def2/J DEFGRID3
* xyz -2 1
Ti 0.828 -0.234 -0.111
O 1.549 -2.035 0.447
N 1.356 -2.360 1.733
C 0.786 -3.557 1.969
C 0.489 -3.964 3.238
C 0.786 -3.095 4.291
C 1.361 -1.879 4.032
C 1.637 -1.461 2.715
S 2.212 0.085 2.288
H 0.551 -4.117 1.077
H -0.036 -4.896 3.389
H 0.516 -3.361 5.306
H 1.551 -1.164 4.819
O -4.815 -0.613 -2.087
S -3.636 -0.552 -1.146
C -4.359 -0.213 0.501
C -4.078 1.243 0.873
C -3.917 2.006 -0.440
C -2.981 1.130 -1.260
H -3.970 -0.926 1.226
H -5.419 -0.404 0.323
H -3.143 1.300 1.436
H -4.874 1.646 1.503
H -3.480 2.991 -0.281
H -4.880 2.116 -0.949
H -1.984 1.103 -0.821
H -2.909 1.360 -2.322
O 2.552 1.082 -0.646
C 1.915 2.104 -0.324
C 2.463 3.504 -0.204
C 1.304 4.224 0.478
C 0.152 3.205 0.455
O -0.977 3.453 0.806
N 0.625 1.996 -0.015
H 2.670 3.880 -1.208
H 3.398 3.496 0.355
H 0.988 5.146 -0.009
H 1.515 4.449 1.524
C -0.795 -0.608 1.023
C -1.497 -0.946 1.979
C -2.248 -1.361 3.091
C -2.351 -0.430 4.203
C -3.373 -0.482 5.173
C -3.447 0.437 6.207
C -2.517 1.463 6.321
C -1.519 1.556 5.354
C -1.436 0.640 4.322
C -2.689 -2.735 3.127
C -2.968 -3.447 4.318
C -3.258 -4.802 4.314
C -3.301 -5.532 3.133
C -3.037 -4.851 1.943
C -2.742 -3.503 1.938
H -4.145 -1.235 5.086
H -4.257 0.360 6.926
H -2.579 2.183 7.129
H -0.790 2.357 5.405
H -0.656 0.737 3.576
H -2.900 -2.940 5.271
H -3.442 -5.299 5.262
H -3.532 -6.590 3.135
H -3.060 -5.383 0.999
H -2.512 -3.011 0.999
S 0.234 -0.671 -2.111
Sb 1.902 1.390 -3.992
C 3.245 -0.284 -4.144
C 3.817 -0.838 -3.003
C 4.686 -1.918 -3.103
C 4.990 -2.457 -4.344
C 4.420 -1.915 -5.489
C 3.553 -0.836 -5.386
C 0.716 0.720 -5.676
C 0.480 1.507 -6.799
C -0.313 1.046 -7.844
C -0.884 -0.216 -7.778
C -0.654 -1.011 -6.664
C 0.138 -0.548 -5.622
C 3.185 2.683 -5.230
C 2.702 3.948 -5.576
C 3.483 4.870 -6.260
C 4.792 4.555 -6.592
C 5.306 3.318 -6.231
C 4.511 2.397 -5.559
H 3.573 -0.434 -2.028
H 5.111 -2.345 -2.203
H 5.660 -3.306 -4.419
H 4.644 -2.338 -6.462
H 3.102 -0.425 -6.283
H 0.929 2.489 -6.883
H -0.483 1.676 -8.710
H -1.510 -0.576 -8.586
H -1.102 -1.995 -6.596
H 0.294 -1.174 -4.752
H 1.690 4.230 -5.297
H 3.073 5.838 -6.524
H 5.411 5.272 -7.120
H 6.333 3.068 -6.472
H 4.935 1.437 -5.290
*
```

These are the Mulliken partial charges, in e, on atoms 1 to 6:
1. Ti -1.202
2. O -0.529
3. N 0.381
4. C -0.215
5. C -0.711
6. C 0.083

=====

Here is a 13-piece molecular cluster, H27O13 overall at a distorted geometry from the Open Molecules 2025 dataset. Energies are from the ωB97M-V functional and the def2-TZVPD basis.

E_LUMO = -3.32 eV
largest force on an atom = 4.2 eV/Å
total energy = -27047.812 eV

The geometry in ORCA input format:
```
! wB97M-V def2-TZVPD RIJCOSX def2/J DEFGRID3
* xyz 1 1
O 1.760 1.105 -1.407
H -3.650 -1.000 -1.887
H 2.376 -3.131 -1.860
O 0.313 -0.494 -3.330
H -3.274 -0.204 -3.079
H 2.870 0.762 3.398
O -0.302 -3.540 -0.748
H 1.029 -1.026 -2.990
O 2.514 -0.042 3.021
H 2.675 -2.866 -0.412
H 1.819 -0.414 3.567
O 2.225 -3.587 -1.010
H 1.610 1.892 -0.882
H -1.167 2.091 -0.726
O -1.537 2.323 0.107
H 2.928 -1.384 1.762
H -2.089 3.095 0.160
O 2.626 -2.008 1.079
H 0.063 -0.890 -0.533
H 1.783 -2.279 1.437
O -3.217 2.895 -1.988
H -2.410 3.405 -2.052
H 1.233 -3.273 -0.735
O -1.341 3.074 2.736
H 0.533 1.612 1.013
H -1.809 2.234 2.960
O -2.239 0.542 3.024
H -2.914 0.691 3.678
H -2.686 0.425 2.182
O -2.900 -0.510 -2.244
H -3.320 2.524 -1.171
H 2.389 1.277 -2.114
O 1.407 1.791 1.390
H -0.883 2.648 2.016
H 1.443 -0.547 -0.896
O 0.840 -1.355 -0.867
H -0.366 -4.287 -1.372
H 0.156 0.101 -2.599
H 1.360 1.265 2.207
H -0.908 -3.949 -0.106
*
```

These are the Mulliken partial charges, in e, on atoms 1 to 6:
1. O -0.582
2. H 0.276
3. H 0.468
4. O -0.588
5. H 0.302
6. H 0.317

=====

Per-record energy above the lowest of the compared OMol25 structures with the same formula, charge and spin, eV: 9.7996, 0.0160, 3.2614
Per-record gap between HOMO and LUMO, Eh: 0.3394, 0.1662, 0.3522
Per-record HOMO level, eV: -9.08, -0.62, -12.90